DFT (ωB97M-V/def2-TZVPD) results for a 2-piece molecular cluster, C3H6O2 overall at a distorted geometry.

Summary:
Largest force on an atom in eV Å⁻¹: 1.2
ΔE to the lowest compared entry with this formula, charge and spin in kJ/mol: 414.4

```
! wB97M-V def2-TZVPD RIJCOSX def2/J DEFGRID3
* xyz 0 1
O -1.73001 1.96179 -0.29206
C -2.22529 0.90595 0.30764
C 1.40900 -1.45154 -0.03736
C 0.88025 -0.06579 0.01458
O 1.42315 0.96862 0.33520
H -1.00430 1.65427 -0.84809
H 0.94290 -1.89069 0.87589
H -3.08490 1.41493 0.77404
H 1.09788 -1.90680 -1.00119
H 2.48123 -1.40010 0.05586
H -0.18991 -0.19063 -0.18450
*
```

DFT (ωB97M-V/def2-TZVPD) results for a 6-piece molecular cluster, C54H63ClF7N2O11PS overall at a distorted geometry.

Summary:
Largest force on an atom in eV Å⁻¹: 7.0
SMILES string: C#CCc1c(Cl)cc(CCCC(F)(F)C(F)(F)F)c2c1Sc1c(CCC(=O)Nc3ccccc3)c(C)c(CCF)c(P(C)C)c1N2F.O=C1CCCO1.O=C1CCCO1.O=C1CCCO1.O=C1CCCO1.O=C1CCCO1

```
! wB97M-V def2-TZVPD RIJCOSX def2/J DEFGRID3
* xyz 0 1
C 3.58207 -0.92000 5.72155
C 3.01269 -1.84993 4.96369
C 1.88935 -2.74998 4.19203
C 1.76597 -2.39819 2.62898
C 2.05083 -3.55646 1.58769
Cl 2.55483 -5.27836 2.07589
C 1.93375 -3.23214 0.03906
C 1.51755 -1.80176 -0.54262
C 1.40758 -1.45095 -2.10838
C 1.18778 -2.71813 -3.08566
C -0.32236 -2.80373 -3.69944
C -1.29493 -3.76263 -2.79427
F -2.63436 -3.17054 -2.77156
F -0.77109 -3.88900 -1.43568
C -1.41453 -5.25249 -3.40108
F -2.00442 -5.19459 -4.73382
F -0.15322 -5.94664 -3.55802
F -2.22569 -6.05565 -2.50591
C 1.22819 -0.62426 0.51248
C 1.38111 -0.97850 2.03898
S 1.10630 0.39326 3.28040
C -0.03697 1.54731 2.36355
C -0.99302 2.50493 3.23090
C -0.96811 2.53801 4.84131
C -2.41865 2.37823 5.54229
C -2.37471 1.80234 7.05588
O -2.92347 0.64387 7.23004
N -1.81076 2.50703 8.23816
C -0.34255 2.67041 8.11303
C 0.41542 4.01474 7.75456
C 2.00887 4.07743 7.59623
C 2.85943 2.75613 7.79181
C 2.12745 1.38285 8.18944
C 0.56146 1.36933 8.33619
C -1.96939 3.47532 2.40852
C -2.97505 4.53683 3.11848
C -1.99169 3.48917 0.80026
C -2.92447 4.45734 -0.08195
C -2.17997 5.92008 -0.10297
F -2.67406 6.74370 -1.22404
C -1.00040 2.51027 0.01706
P -0.93910 2.50518 -1.90697
C -0.52729 4.25370 -2.51670
C -2.57122 1.87853 -2.64429
C 0.00109 1.51794 0.78944
N 0.88415 0.69337 -0.07197
F 1.99249 1.43852 -0.38960
H 3.91729 0.03433 6.29090
H 0.83064 -2.61461 4.66829
H 2.17777 -3.84973 4.40342
H 2.18939 -4.11506 -0.67687
H 0.46895 -0.76744 -2.23347
H 2.30866 -0.78734 -2.41311
H 1.93402 -2.57828 -3.97405
H 1.43802 -3.74106 -2.62683
H -0.84338 -1.76118 -3.72595
H -0.24523 -3.20868 -4.79148
H -0.27017 1.73164 5.31461
H -0.50079 3.55761 5.17029
H -3.16099 1.71929 4.93180
H -2.86881 3.45399 5.62554
H -2.30129 3.38878 8.45777
H -0.26226 4.95094 7.60754
H 2.44596 5.10435 7.33900
H 3.99947 2.77573 7.65486
H 2.80442 0.45423 8.34920
H 0.01286 0.38185 8.61455
H -2.42860 5.03284 4.02481
H -3.28894 5.40374 2.43101
H -3.89585 3.92441 3.47973
H -3.95022 4.66068 0.43525
H -3.17122 4.06975 -1.13478
H -1.02515 5.82666 -0.13348
H -2.42192 6.53681 0.85287
H 0.23478 4.81069 -1.83884
H -0.02612 4.13663 -3.55349
H -1.44623 4.95125 -2.60105
H -2.47384 0.97011 -3.34122
H -3.37656 1.67426 -1.82136
H -3.03001 2.73499 -3.29460
O -3.17562 -11.44807 -5.86068
C -2.51135 -10.74435 -5.13314
C -2.67286 -9.25908 -4.97137
C -1.38100 -8.87165 -4.28763
C -1.03188 -10.12125 -3.51662
O -1.53074 -11.20437 -4.30775
H -3.54301 -9.06152 -4.34020
H -2.77783 -8.76719 -5.93913
H -1.46610 -7.98669 -3.65657
H -0.61195 -8.67391 -5.04220
H -1.51613 -10.15366 -2.53569
H 0.04644 -10.23018 -3.38224
O -6.16497 3.56265 -2.26267
C -6.38499 2.44477 -2.66255
C -7.54142 1.57872 -2.24863
C -7.10316 0.21364 -2.72845
C -6.23204 0.54785 -3.91497
O -5.62756 1.80532 -3.59715
H -8.44416 1.92027 -2.76116
H -7.68040 1.59886 -1.16715
H -7.93294 -0.45099 -2.97721
H -6.50226 -0.27258 -1.95244
H -6.81076 0.66212 -4.83678
H -5.45556 -0.20330 -4.07558
O 0.44940 -9.49511 -8.38730
C 0.23440 -10.61074 -8.79810
C -0.91900 -11.48484 -8.39370
C -0.47486 -12.84374 -8.88551
C 0.39628 -12.49524 -10.06795
O 0.99530 -11.23878 -9.73750
H -1.82255 -11.14247 -8.90418
H -1.05968 -11.47614 -7.31287
H -1.30186 -13.50914 -9.14115
H 0.12694 -13.33478 -8.11329
H -0.18195 -12.37460 -10.98933
H 1.17592 -13.24162 -10.23499
O 2.01293 6.36358 4.71186
C 3.12911 5.91163 4.61160
C 4.00875 6.01119 3.39767
C 5.06691 4.97059 3.68575
C 5.11807 4.96454 5.19426
O 3.78518 5.26847 5.61803
H 4.43158 7.01726 3.34487
H 3.45293 5.77740 2.48893
H 6.03199 5.18705 3.22297
H 4.72966 3.99396 3.32208
H 5.79310 5.72934 5.59071
H 5.41641 3.99054 5.58862
O 7.30652 6.90091 1.04953
C 6.78970 7.98684 0.94498
C 7.21864 9.07359 -0.00024
C 6.51060 10.28413 0.56554
C 5.28404 9.67771 1.20312
O 5.69383 8.38198 1.65161
H 6.86823 8.83007 -1.00631
H 8.30177 9.19975 0.01136
H 6.27581 11.04411 -0.18237
H 7.13673 10.74936 1.33440
H 4.46195 9.55657 0.49104
H 4.93204 10.26668 2.05277
*
```

The calculation returns the following highest occupied orbital energy values, one per record and in order: -9.04 -7.67 eV.
The calculation returns the following Kohn-Sham gap values, one per record and in order: 0.3548 0.2695 Ha.
The calculation returns the following DFT total energy values, one per record and in order: -268.24740 -4930.57315 a.u..